# 1
The following is a DFT calculation (the ωB97M-V functional and the def2-TZVPD basis) of a structure of composition C42H49As3F15GeIrN4OPS at a distorted geometry.

Geometry as XYZ:
```
118
Properties=species:S:1:pos:R:3
Ir 0.621 0.783 -0.355
As -2.859 6.009 2.614
As 1.689 2.998 -0.109
As -1.587 1.690 -0.156
Ge -2.870 -2.763 -0.644
S -1.264 -1.269 -1.274
P 4.414 0.293 -0.355
F -0.005 -7.033 -1.959
F -6.070 0.839 -2.658
F -4.736 -2.339 5.103
F -3.965 -4.113 -3.291
F -1.987 -8.705 -1.180
F -4.316 -7.715 -0.231
F -1.378 -3.090 1.955
F -5.782 -2.110 0.573
F -6.670 -0.656 -4.836
F -6.531 -1.961 3.122
F -5.621 -3.125 -5.131
F -2.149 -2.901 4.516
F -4.653 -5.054 -0.011
F -4.442 -0.140 -0.776
F -0.334 -4.389 -1.766
O 2.899 0.270 -0.196
N 4.879 1.354 -1.524
N 4.982 -1.163 -0.800
N 2.974 -6.211 -0.404
N 5.097 0.765 1.061
C -2.679 0.865 1.177
C -1.139 -6.546 -1.472
C -4.489 -2.907 -3.083
C -5.880 -1.148 -3.905
C 6.549 0.599 1.227
C -1.327 -5.184 -1.355
C 0.487 4.474 0.216
C 1.830 -3.884 -0.485
C 1.331 -1.881 -1.705
C -0.290 3.419 2.377
C -3.491 -5.527 -0.481
C -2.661 -2.788 2.220
C 4.448 1.030 -2.892
C -4.354 -2.428 3.845
C -3.311 4.376 3.596
C -3.533 -2.566 1.169
C -0.702 4.239 1.146
C -2.153 -7.402 -1.081
C 6.050 2.229 -1.466
C 6.248 -1.353 -1.515
C -2.489 -4.638 -0.849
C 4.630 -2.304 0.050
C -5.339 -2.413 -4.054
C -4.194 5.879 1.186
C 1.885 -3.137 -1.669
C 2.603 3.723 -1.636
C -1.794 3.555 0.346
C 4.373 0.603 2.330
C -4.174 -2.177 -1.939
C -5.575 -0.386 -2.789
C 0.669 -2.111 0.636
C 2.447 -5.191 -0.445
C -5.269 -2.229 2.827
C 0.754 -1.344 -0.534
C 1.216 -3.384 0.660
C -4.854 -2.302 1.510
C -3.343 -6.893 -0.588
C -4.733 -0.910 -1.837
C -1.190 5.632 1.604
C 2.980 3.253 1.283
C -3.034 -2.715 3.544
C -2.539 1.792 -1.828
H 6.527 -0.461 -2.066
H -5.106 6.347 1.550
H 7.060 -1.606 -0.828
H -2.572 0.834 -2.332
H -1.312 6.273 0.725
H 0.495 3.934 2.935
H -1.967 4.096 -0.585
H 5.404 -2.492 0.802
H 1.123 5.271 0.609
H 3.684 -2.122 0.552
H 4.231 1.953 -3.433
H 2.622 2.875 2.235
H -2.608 4.224 4.413
H 3.543 0.424 -2.867
H 2.347 -3.561 -2.551
H 1.169 -3.986 1.558
H 3.894 2.730 1.016
H 1.975 3.698 -2.523
H -4.296 4.557 4.026
H 3.165 4.324 1.343
H 6.954 1.437 1.795
H 7.060 0.561 0.269
H -2.019 2.509 -2.462
H -3.548 2.142 -1.615
H -0.402 6.087 2.207
H 6.776 -0.320 1.775
H -3.369 3.472 2.986
H 6.961 1.739 -1.823
H 5.869 3.095 -2.105
H 0.145 4.803 -0.769
H 5.213 0.486 -3.450
H 3.505 3.145 -1.805
H 0.190 -1.719 1.520
H -2.649 -0.213 1.083
H 0.090 2.429 2.105
H 4.639 1.412 3.012
H -2.301 1.154 2.158
H 6.209 2.587 -0.453
H -4.431 4.857 0.886
H 3.301 0.618 2.159
H 1.344 -1.312 -2.628
H 4.637 -0.344 2.810
H 4.537 -3.202 -0.559
H 6.147 -2.174 -2.227
H -2.725 3.569 0.912
H -1.130 3.274 3.052
H -3.848 6.438 0.317
H 2.860 4.751 -1.385
H -3.697 1.222 1.033
```

Output
- Max |F|: 3.0 eV Å⁻¹
- Net charge: +2
- Spin multiplicity: 2
- HOMO level (spin up / spin down): -12.52 / -12.52 eV
- E_tot: -13049.55638 a.u.
- Relative energy (zero: lowest compared OMol25 entry of this formula, charge and spin): 2.566 eV

Here are the Löwdin charges for atoms 1 to 4, given in e: atom 1 (Ir): 0.675, atom 2 (As): 1.152, atom 3 (As): 1.058, atom 4 (As): 1.001



# 2
The following is a DFT calculation (the ωB97M-V functional and the def2-TZVPD basis) of a structure of composition C35H38GaIN2O2PS at a distorted geometry.

Geometry as XYZ:
```
81
Properties=species:S:1:pos:R:3
I 0.597 2.772 0.078
Ga 0.053 -0.137 -0.228
S -3.103 0.879 -1.058
P 2.299 -0.041 -1.291
O -1.764 0.636 -0.288
O -0.273 0.140 1.928
N 0.269 -2.074 0.727
N -0.654 -1.271 -1.971
C 5.029 4.703 -0.749
C -0.269 -0.971 2.811
C 2.001 -1.620 -3.634
C 4.846 3.372 -1.178
C 1.802 0.778 -3.843
C 1.014 -4.333 0.598
C -3.049 2.656 -1.395
C 4.558 -3.300 -0.142
C -4.335 0.900 0.267
C 2.645 3.432 -0.248
C 4.632 0.761 -2.054
C 1.875 -1.731 -5.008
C 0.501 -3.363 2.714
C -1.190 -4.024 -3.709
C 1.653 0.654 -5.211
C 3.193 -1.342 -0.396
C 1.724 -0.601 -5.799
C 2.844 4.716 0.189
C 3.914 -2.388 -0.965
C 3.560 1.314 -1.369
C -1.903 -1.988 -5.062
C -3.416 -2.903 -3.275
C 0.183 -2.184 2.051
C 0.679 -3.130 0.016
C 5.796 1.472 -2.327
C -1.954 -2.684 -3.692
C 4.061 5.364 -0.052
C 4.504 -3.169 1.236
C 0.930 -4.452 1.980
C 3.809 -2.112 1.807
C 5.898 2.761 -1.888
C 2.009 -0.355 -3.051
C 3.155 -1.206 0.993
C 3.618 2.660 -0.915
C -1.283 -1.868 -2.733
H -0.880 -1.851 -5.405
H 3.789 -1.994 2.880
H -0.641 0.912 2.378
H -5.291 1.142 -0.192
H 3.993 -2.504 -2.034
H 4.576 -0.261 -2.400
H 2.061 5.250 0.704
H 2.121 -2.508 -3.028
H 1.516 1.535 -5.817
H -3.856 -3.627 -3.956
H 0.409 -0.782 3.653
H 4.201 6.377 0.288
H 1.191 -5.377 2.468
H 5.957 5.197 -0.994
H 5.009 -3.884 1.867
H -2.876 3.220 -0.483
H -2.394 -1.017 -5.022
H 1.678 -0.697 -6.872
H 6.789 3.335 -2.079
H -3.999 2.939 -1.839
H -0.140 -3.877 -3.944
H -1.627 -4.666 -4.467
H -2.427 -2.610 -5.781
H 1.331 -5.165 -0.010
H -1.276 -1.150 3.212
H -4.092 1.638 1.026
H -4.399 -0.090 0.709
H 0.421 -3.419 3.788
H 5.114 -4.114 -0.583
H -2.251 2.851 -2.106
H -1.272 -4.526 -2.748
H 0.731 -2.989 -1.054
H 1.939 -2.703 -5.472
H 6.595 1.000 -2.873
H 1.789 1.757 -3.380
H 2.617 -0.365 1.428
H -3.986 -1.982 -3.341
H -3.499 -3.306 -2.269
```

Output
- Max |F|: 1.8 eV Å⁻¹
- Net charge: +3
- Spin multiplicity: 1
- HOMO level: -15.51 eV
- E_tot: -4577.66942 a.u.
- Relative energy (zero: lowest compared OMol25 entry of this formula, charge and spin): 1.138 eV

Here are the Löwdin charges for atoms 1 to 4, given in e: atom 1 (I): 1.178, atom 2 (Ga): 0.292, atom 3 (S): 0.995, atom 4 (P): 1.051



# 3
The following is a DFT calculation (the ωB97M-V functional and the def2-TZVPD basis) of a cluster of 2 separate species, C4H14N4 in total.

Geometry as XYZ:
```
22
Properties=species:S:1:pos:R:3
N 2.041 0.678 -0.524
N -2.040 -1.678 -0.374
N 2.552 0.698 1.818
N -1.877 0.306 -1.828
C -1.254 -0.883 -1.314
C -1.974 -1.236 1.007
C 2.551 0.150 0.490
C 1.439 1.993 -0.389
H 1.167 2.258 0.636
H 2.976 -0.851 0.416
H 3.493 0.839 2.161
H 2.118 0.015 2.436
H -2.404 -0.235 1.088
H -1.817 -2.663 -0.438
H 0.534 2.023 -0.991
H -1.096 -1.575 -2.146
H -2.710 0.058 -2.342
H -0.271 -0.620 -0.905
H -2.099 1.025 -1.141
H 2.140 2.759 -0.712
H -0.941 -1.156 1.389
H -2.528 -1.906 1.661
```

Output
- Max |F|: 0.7 eV Å⁻¹
- Spin multiplicity: 1
- HOMO level: -8.75 eV
- E_tot: -379.77774 a.u.
- Relative energy (zero: lowest compared OMol25 entry of this formula, charge and spin): 1.526 eV
- Structure (SMILES): C/N=C\N.CNCN

Here are the Löwdin charges for atoms 1 to 4, given in e: atom 1 (N): -0.012, atom 2 (N): -0.137, atom 3 (N): 0.024, atom 4 (N): 0.009



# 4
The following is a DFT calculation (the ωB97M-V functional and the def2-TZVPD basis) of a cluster of 2 separate species, C6H14N4 in total at a distorted geometry.

Geometry as XYZ:
```
24
Properties=species:S:1:pos:R:3
N 0.674 -0.061 -1.099
N -2.998 -1.822 2.786
N -1.052 0.950 3.120
N -2.495 -1.234 1.917
C 2.043 -1.627 -2.338
C -1.222 0.708 1.981
C -1.198 0.480 0.594
C 1.582 -0.982 -1.106
C 0.488 2.230 -0.508
C 0.315 0.771 -0.003
H -3.462 -2.764 2.539
H 2.634 -2.518 -2.267
H 0.148 0.312 -1.973
H 2.072 -1.256 -0.214
H 1.073 0.618 0.878
H 1.381 -1.650 -3.188
H 2.811 -0.852 -2.711
H 1.284 2.321 -1.310
H -0.474 2.646 -0.872
H -2.947 -1.348 3.694
H -1.864 1.237 0.026
H 0.790 2.833 0.306
H -0.955 1.071 4.081
H -1.381 -0.592 0.320
```

Output
- Max |F|: 5.1 eV Å⁻¹
- Net charge: +2
- Spin multiplicity: 1
- HOMO level: -15.67 eV
- E_tot: -455.25011 a.u.
- Relative energy (zero: lowest compared OMol25 entry of this formula, charge and spin): 5.952 eV

Here are the Löwdin charges for atoms 1 to 4, given in e: atom 1 (N): 0.068, atom 2 (N): 0.035, atom 3 (N): 0.373, atom 4 (N): 0.007



# 5
The following is a DFT calculation (the ωB97M-V functional and the def2-TZVPD basis) of the molecule C2H3NO2S at a distorted geometry.

Geometry as XYZ:
```
9
Properties=species:S:1:pos:R:3
S -2.470 -0.008 0.187
O 1.463 0.474 -0.912
O 2.513 -0.615 0.652
N 2.568 0.258 -0.154
C -1.122 0.497 -0.580
C 0.215 -0.196 -0.476
H 0.419 -0.656 0.476
H -1.202 1.452 -1.210
H 0.279 -1.080 -1.121
```

Output
- Max |F|: 2.0 eV Å⁻¹
- Spin multiplicity: 1
- HOMO level: -9.39 eV
- E_tot: -681.28526 a.u.
- Relative energy (zero: lowest compared OMol25 entry of this formula, charge and spin): 4.736 eV
- Structure (SMILES): O=NOCC=S

Here are the Löwdin charges for atoms 1 to 4, given in e: atom 1 (S): 0.689, atom 2 (O): -0.101, atom 3 (O): 0.021, atom 4 (N): -0.053



Which formula does entry 5 have? C2H3NO2S